Entry 1:
Density functional theory data (ωB97M-V/def2-TZVPD) for a 11-piece molecular cluster, C25H71N9O11 overall.

Positions of all 116 atoms, in Å:
O -0.34138 2.67642 7.48669
O -1.97383 0.12336 0.43150
O -3.05365 6.89390 -4.37776
O -3.14403 -3.94929 -5.05025
O 4.27809 4.33593 0.57899
O 0.22451 -5.51509 7.40147
O -7.54186 -5.43166 2.91954
O -7.31227 8.41167 0.00647
O 1.61762 -0.37815 -6.27431
O -6.82546 5.63988 5.61766
O 4.86121 -3.69784 -0.60207
N -8.99234 9.74792 -1.08747
N -5.53803 3.99456 6.34459
N -9.49238 8.57096 0.62191
N -7.01285 -3.25215 3.21872
N 6.06860 -4.39767 -0.38856
N -4.57219 5.62026 5.36804
N -5.94872 -4.47789 1.77015
N -3.37072 1.87835 0.50709
N -2.21101 1.66640 -1.23757
C 7.53411 -2.58004 -1.34466
C 8.71165 -5.39361 -1.21054
C -2.45488 1.12617 -0.06459
C 2.26460 -0.38488 -7.49360
C 0.63015 -6.06502 6.13099
C -4.39555 -3.29720 -5.19349
C 0.69432 2.85239 8.39705
C -0.50158 -5.77627 5.26190
C -4.84812 -3.61194 -6.58969
C 2.97175 4.27119 0.06532
C 7.28837 -3.57031 -0.23423
C 7.22140 -2.70211 1.12132
C 5.14148 -6.70316 -0.67654
C 1.24654 -0.29997 -8.63162
C -3.08676 7.34921 -5.68266
C -8.49828 8.88383 -0.18039
C 2.18644 5.45019 0.63834
C 8.54887 -4.44480 -0.06842
C -6.88243 -4.46749 2.70908
C -5.70873 5.17967 5.78693
C -1.98698 6.52653 -6.49475
C 5.83342 -5.44034 -2.75472
C 6.16554 -5.66412 -1.16361
C 0.00159 3.22753 9.72381
C 7.57471 -6.40025 -1.14567
H -5.85003 -5.35168 1.27330
H -0.43376 -6.38825 4.36248
H 9.52602 -3.96328 -0.03116
H 1.18318 5.59032 0.23592
H -10.47314 8.67873 0.40606
H -4.59852 3.68888 6.55425
H -7.76021 -3.12635 3.88635
H -4.97571 -3.77865 -4.40627
H 2.91329 4.37532 -1.01812
H 7.71313 -6.94618 -2.07889
H -9.99515 9.85864 -1.04048
H -5.74674 -3.54893 1.42906
H 8.04333 -2.00988 1.30395
H 1.62374 -5.75495 5.80738
H -1.55635 1.31515 -1.92178
H -0.93578 2.75836 10.02269
H -0.06593 4.31194 9.81102
H 2.25992 -0.36965 -5.56088
H -3.51238 7.48427 -3.77559
H 8.54411 -2.18145 -1.24913
H 7.17870 -3.40992 1.94914
H 5.05710 -6.73629 0.40968
H -1.03491 6.45604 -5.96872
H 0.63269 -7.13970 6.31306
H -1.46570 -5.93800 5.74400
H -2.31144 5.53861 -6.82163
H 1.33800 3.67328 8.08094
H -3.64654 2.74461 0.06709
H -2.67759 2.53542 -1.45485
H 2.70570 3.26930 0.40229
H -2.42147 -3.34498 -5.23553
H 1.74603 0.07706 -9.52406
H 2.73214 -1.34682 -7.70378
H 1.29616 1.94432 8.43310
H -4.32552 -2.24048 -4.93554
H 6.25050 -2.21460 1.03311
H -4.20300 -3.24830 -7.38949
H 8.35973 -4.96279 0.87181
H 4.71264 5.15377 0.32615
H -6.31853 3.51321 6.76795
H 4.15797 -6.38208 -1.01964
H -0.50663 -4.71206 5.02622
H 0.66306 -1.19615 -8.84259
H 5.23819 -7.76864 -0.88509
H 2.03335 5.46738 1.71739
H 0.29236 -4.57362 7.22643
H -9.20689 8.16634 1.50218
H 7.70076 -7.02949 -0.26460
H -1.83249 7.17440 -7.35759
H 0.61385 0.54003 -8.34489
H -8.35874 10.14169 -1.76835
H 9.64390 -5.93991 -1.06712
H 4.32809 -3.86276 0.17906
H -4.68822 6.37902 4.71159
H 6.76687 -1.80705 -1.38860
H -4.09324 7.23325 -6.08470
H -4.89594 -4.68991 -6.74394
H -3.73027 5.29470 5.82113
H 0.73088 2.94592 10.48337
H -2.88403 8.41577 -5.77980
H 4.86539 -4.94457 -2.82707
H -5.84483 -3.22447 -6.80073
H -6.15477 -2.72169 3.26766
H -3.87990 1.51408 1.29964
H 6.46275 -4.68189 -3.22032
H 2.91795 0.46184 -7.70404
H -0.12894 2.09338 6.75421
H 2.74333 6.36700 0.44487
H 5.94206 -6.35780 -3.33316
H 8.61285 -4.86932 -2.16104
H 7.61260 -2.92454 -2.37581

Force components x, y, z for each atom (eV/Å):
-1.3 -0.1 -1.3
0.2 -0.3 -0.2
0.2 -0.4 1.5
1.0 0.0 0.5
1.1 -0.1 -0.1
1.3 0.3 0.0
-2.1 -2.2 1.4
-3.6 2.2 -1.2
-0.5 0.3 1.0
-0.1 0.9 -0.4
0.7 0.2 -0.7
1.3 0.4 -1.3
0.0 -3.1 2.1
-1.4 -1.8 3.0
-0.7 2.2 1.7
1.5 -1.7 1.1
2.7 2.8 -1.8
2.0 0.2 -1.3
-2.6 1.5 2.7
1.6 1.0 -3.8
0.2 0.7 -1.2
-0.8 -1.0 0.7
0.6 -1.6 0.8
-0.3 -0.9 -2.5
-0.7 -1.4 2.1
0.7 -0.7 0.1
-0.8 0.0 0.6
-0.8 0.6 -2.0
-1.2 0.0 -0.6
-0.2 0.7 0.8
1.0 1.6 0.9
-1.2 -1.5 -1.3
-1.1 0.7 0.9
-0.2 1.3 0.4
1.0 -0.9 -1.3
3.8 -1.2 0.3
-0.6 0.2 0.4
-0.7 -0.4 -0.1
0.1 -0.5 -1.2
-3.5 -1.3 0.5
-1.4 1.6 0.1
0.3 1.0 1.6
0.2 -1.2 -2.6
1.8 0.2 0.5
-0.2 1.6 -0.3
0.2 0.6 -0.3
-0.2 0.3 -0.3
-0.5 1.1 0.6
0.0 -0.2 -0.4
0.4 0.0 0.3
-0.5 -0.3 0.1
0.5 0.2 0.1
-0.6 0.1 -0.3
0.2 -0.4 -0.2
-0.8 -0.7 0.3
0.6 0.7 -0.7
0.5 -0.8 -0.8
-0.1 0.0 -0.5
-0.1 0.2 -0.1
-0.1 -0.1 0.5
0.1 -0.2 -0.7
-0.4 0.0 -0.1
0.1 -0.1 0.0
-0.1 0.1 -0.1
-0.2 0.6 0.6
-0.1 0.0 0.1
0.3 0.5 0.3
-0.2 0.1 0.2
0.5 -0.1 0.0
0.2 -0.4 0.2
-0.1 0.1 0.2
0.2 0.1 0.1
-0.3 -0.4 0.6
0.4 -0.4 -0.4
-0.9 0.2 -0.3
0.0 0.0 -0.1
0.1 -0.5 -0.2
0.9 0.0 0.5
0.1 -0.1 0.4
-0.1 0.2 -0.3
0.2 0.5 0.4
0.3 0.3 0.3
0.5 -0.4 0.1
-0.1 0.1 -0.1
0.3 0.3 0.0
-0.2 -0.2 -0.1
0.0 0.1 -0.5
0.1 0.1 0.2
0.6 0.2 -0.9
0.3 -0.5 0.1
-0.2 0.3 0.6
-0.4 -0.3 -0.2
-0.2 -0.1 0.0
0.3 -0.4 -0.4
-0.6 -0.2 -0.1
-0.7 0.0 -0.1
0.2 0.1 -0.6
0.1 -0.1 0.2
1.0 0.2 0.3
0.2 0.2 0.3
-0.1 -0.3 -0.4
0.0 -0.1 0.3
0.0 0.6 -0.7
0.0 0.1 0.4
0.4 0.2 0.2
-0.4 -0.6 -0.1
-0.2 0.1 0.0
-0.5 0.3 0.4
0.2 0.4 -0.1
0.6 -0.1 0.2
0.5 0.0 0.7
0.3 0.1 0.1
0.1 0.1 -0.3
-0.4 0.0 0.2
0.6 0.0 -0.1
-0.5 -0.8 0.0

Energy relative to the best compared isomer or geometry (same formula, charge and spin) = 156.6 kcal/mol
Charge = 0
E_LUMO = 0.08 eV
HOMO-LUMO gap = 8.3717 eV

Entry 2:
Density functional theory data (ωB97M-V/def2-TZVPD) for a single C4H5NOS2 molecule.

Positions of all 13 atoms, in Å:
S 2.76742 0.26492 0.00618
S -0.08608 2.32468 -0.03350
O -2.34213 0.18919 0.04070
N -1.08690 -0.23042 -0.06978
C 0.66758 -1.58822 0.02351
C -0.71965 -1.52293 0.04115
C 1.11200 -0.20081 -0.02254
C 0.01113 0.60197 -0.03691
H 2.51389 1.63113 -0.65906
H -1.43311 -2.35696 0.02228
H -0.10683 2.47501 1.36974
H 1.25130 -2.47034 0.02409
H -2.54863 0.88278 -0.70588

Force components x, y, z for each atom (eV/Å):
0.2 3.1 -1.4
-0.2 0.4 1.4
-2.7 2.2 -1.4
1.4 -0.3 0.0
-1.0 2.3 0.1
0.3 -1.1 -0.5
-0.1 -2.1 0.1
-0.2 -0.1 -0.1
0.6 -2.8 1.4
0.2 0.8 0.1
0.0 0.0 -1.4
0.5 -0.5 0.0
0.9 -2.0 1.9

Energy relative to the best compared isomer or geometry (same formula, charge and spin) = 63.4 kcal/mol
Charge = 0
E_LUMO = 0.38 eV
HOMO-LUMO gap = 8.3980 eV

Entry 3:
Density functional theory data (ωB97M-V/def2-TZVPD) for a single C2H4NP molecule.

Positions of all 8 atoms, in Å:
P -1.72606 0.30177 -0.21658
N 0.95703 1.50546 0.12670
C -0.00368 0.71329 -0.13044
C 1.26751 0.06630 -0.55986
H 1.83663 -0.40839 0.16269
H -2.08930 1.05070 0.87308
H -1.85212 -0.77761 0.76271
H 1.85757 0.22249 -1.51247

Force components x, y, z for each atom (eV/Å):
-1.1 -0.7 0.4
-1.9 -1.6 -0.9
2.8 -0.1 0.0
0.7 3.0 -0.9
0.7 -1.6 1.2
-0.5 1.2 0.4
0.8 0.1 -1.0
-1.5 -0.3 0.8

Energy relative to the best compared isomer or geometry (same formula, charge and spin) = 49.7 kcal/mol
Charge = 0
E_LUMO = 0.77 eV
HOMO-LUMO gap = 10.6483 eV

Entry 4:
Density functional theory data (ωB97M-V/def2-TZVPD) for C6H9NO3 as an isolated structure.

Positions of all 19 atoms, in Å:
O -3.56107 -0.18420 0.22792
O -2.26570 1.49675 -0.43563
O 1.40260 -0.86995 -0.54305
N 0.45548 1.27900 -0.33796
C 0.32587 -0.04896 -0.92228
C 1.29189 0.98808 0.83171
C -2.48619 0.20611 -0.22814
C -1.34651 -1.99094 0.12429
C -1.35476 -0.71991 -0.21069
C 2.18257 -0.20273 0.44656
H -1.41428 1.71113 -0.68426
H 2.43632 -0.95830 1.32318
H -2.06504 -2.38783 0.74196
H 3.24373 -0.01890 0.08755
H 0.32024 0.09805 -2.07469
H 1.81835 1.84864 1.33009
H 0.57338 0.66215 1.60607
H 0.91130 1.82726 -1.12985
H -0.46817 -2.73547 -0.15279

Force components x, y, z for each atom (eV/Å):
1.2 0.8 -1.4
-3.9 -0.4 0.1
-0.5 0.3 -0.3
1.6 0.3 -1.9
-3.0 -0.6 -0.7
0.3 0.7 1.6
-1.7 -0.6 3.2
3.2 -1.0 -1.1
4.7 0.8 -3.1
1.5 -1.5 1.5
3.4 0.4 -0.5
-1.1 1.5 -1.4
-2.1 -1.0 0.9
-1.4 0.5 -0.2
-0.4 -0.8 1.9
-0.4 -0.6 -1.1
0.3 -0.1 -0.3
-0.2 -0.5 1.9
-1.6 2.0 0.8

Energy relative to the best compared isomer or geometry (same formula, charge and spin) = 74.8 kcal/mol
Charge = 0
E_LUMO = 0.48 eV
HOMO-LUMO gap = 9.7449 eV

Entry 5:
Density functional theory data (ωB97M-V/def2-TZVPD) for C16H17MoN2O2S2Se2 as an isolated structure.

Positions of all 42 atoms, in Å:
Mo -0.29409 0.52446 0.34086
Se -1.17245 0.73418 -3.33020
Se -2.47787 0.65533 -1.37141
S 1.62823 -0.39827 1.43191
S 0.55031 -1.11372 -1.25746
O -0.40113 0.97234 2.31112
O -1.58770 2.11697 0.95072
N -1.73962 -1.02497 0.55679
N 0.28948 1.85955 -1.16488
C 3.60864 -2.21647 1.15756
C -1.70073 2.79948 3.27969
C 1.44220 3.89047 -2.59672
C -1.24945 1.97645 2.15452
C -2.57133 -1.04862 -0.49690
C 0.57606 3.00400 -3.21819
C 1.10093 2.74342 -0.55318
C -3.61361 -3.01800 0.27571
C 1.84604 -1.93995 -0.70344
C 2.39822 -1.56170 0.58381
C -1.82094 -1.98233 1.49221
C -2.77058 -2.98736 1.37584
C 2.44105 -3.03800 -1.53040
C -3.52650 -2.01405 -0.69071
C 1.70737 3.77027 -1.23552
C 0.01368 1.98143 -2.47272
H 2.35691 4.46378 -0.72064
H -1.04929 2.67536 4.14070
H 4.44960 -2.08262 0.46951
H -1.76548 3.84118 2.96540
H 0.32220 3.12053 -4.26377
H 1.88846 4.69389 -3.16916
H 1.66313 -3.69825 -1.91397
H 3.15794 -3.62444 -0.96225
H 1.26435 2.61058 0.51852
H -4.19427 -1.97648 -1.54126
H -2.71268 2.47377 3.54389
H -4.35470 -3.80077 0.17361
H 3.43750 -3.29301 1.25054
H -1.13699 -1.92676 2.32774
H -2.83954 -3.73849 2.15127
H 3.87665 -1.81634 2.13178
H 2.96001 -2.60682 -2.39093

Force components x, y, z for each atom (eV/Å):
-0.9 0.2 0.2
-0.1 0.0 -0.1
0.4 0.2 0.1
-0.2 0.3 0.4
-0.3 0.1 -0.1
0.0 0.1 -0.3
-0.1 0.1 0.2
0.1 -0.3 0.1
0.3 0.1 -0.1
-0.1 0.0 -0.1
0.0 0.0 0.0
0.0 0.1 -0.1
0.2 -0.2 0.1
-0.2 -0.1 0.0
0.0 0.0 0.0
0.0 0.1 -0.3
0.0 0.0 0.0
0.6 -0.4 0.3
0.3 -0.5 -0.4
-0.1 0.0 -0.2
0.0 0.0 0.1
-0.1 0.1 0.1
0.0 -0.1 0.1
0.0 0.0 0.0
0.0 0.0 0.1
0.0 0.0 0.0
0.0 0.0 0.0
0.0 0.0 0.0
0.0 0.0 0.0
0.0 0.0 0.0
0.0 0.0 0.0
0.0 0.0 0.0
0.0 0.0 0.0
0.0 0.0 0.0
0.0 0.0 0.0
0.0 0.0 0.0
0.0 0.0 0.0
0.0 0.0 0.0
0.0 0.0 0.0
0.0 0.0 0.0
0.0 0.0 0.0
0.0 0.0 0.0

Charge = +3
E_LUMO (alpha / beta) = -12.14 / -12.13 eV
HOMO-LUMO gap (alpha / beta) = 6.2209 / 6.2283 eV

no.,E (eV)
1,-63005.8810
2,-29434.3431
3,-12914.3724
4,-13997.3659
5,-178134.8994